(1)
C23H58F3N7O4P3S | the ωB97M-V functional and the def2-TZVPD basis

ORCA input file:
```
! wB97M-V def2-TZVPD RIJCOSX def2/J DEFGRID3
* xyz 1 1
C -8.125 -5.217 6.179
C -8.052 -3.890 5.412
P -7.320 -4.063 3.739
C -7.840 -2.589 2.770
N -5.437 -3.993 3.882
S -4.847 -3.484 2.296
C -5.047 -3.078 5.037
C -3.686 -2.393 4.965
C -2.443 -3.325 4.949
C -1.598 -3.084 3.705
O -0.265 -3.581 3.890
C 0.611 -2.662 3.353
O 1.066 -2.764 2.241
C -5.041 -5.428 4.216
C -4.220 -6.144 3.148
C -3.900 -7.545 3.665
F -2.854 -7.554 4.494
F -3.586 -8.313 2.605
F -4.953 -8.129 4.259
H -7.146 -5.658 6.353
H -8.519 -4.991 7.168
H -8.795 -5.936 5.722
H -9.072 -3.539 5.256
H -7.582 -3.147 6.058
H -7.625 -2.755 1.722
H -7.409 -1.648 3.107
H -8.926 -2.584 2.848
H -4.955 -2.143 2.394
H -5.151 -3.593 5.986
H -5.794 -2.285 5.055
H -3.621 -1.662 4.165
H -3.618 -1.806 5.880
H -2.674 -4.376 5.102
H -1.802 -3.035 5.777
H -1.523 -1.998 3.585
H -2.033 -3.490 2.795
H 0.897 -1.797 3.971
H -4.509 -5.470 5.160
H -5.952 -6.003 4.347
H -4.755 -6.302 2.218
H -3.249 -5.687 2.985
O 2.814 1.212 -1.657
P 2.884 -0.023 -2.539
N 1.195 0.051 -2.990
C 0.369 -1.066 -3.405
C 0.811 1.252 -3.729
N 3.071 -1.158 -1.247
C 2.149 -2.245 -0.997
C 3.532 -0.621 0.028
N 3.208 -1.263 -3.736
C 4.468 -2.023 -3.522
C 3.344 -0.688 -5.103
H 0.602 -1.445 -4.411
H -0.679 -0.753 -3.417
H 0.409 -1.899 -2.713
H 1.153 1.239 -4.773
H 1.220 2.143 -3.254
H -0.274 1.372 -3.737
H 1.177 -1.884 -0.634
H 2.553 -2.921 -0.240
H 2.004 -2.867 -1.881
H 2.724 -0.121 0.578
H 4.348 0.083 -0.108
H 3.917 -1.431 0.653
H 5.339 -1.367 -3.458
H 4.616 -2.718 -4.350
H 4.429 -2.627 -2.622
H 4.111 0.089 -5.148
H 2.403 -0.263 -5.448
H 3.604 -1.470 -5.814
O 6.351 5.940 -3.201
P 4.951 6.431 -2.969
N 4.068 4.994 -3.350
C 2.675 4.926 -3.741
C 4.420 3.826 -2.539
N 4.873 7.560 -4.274
C 3.807 7.568 -5.256
C 6.135 7.890 -4.930
N 3.615 7.232 -2.168
C 3.785 8.695 -1.982
C 3.394 6.690 -0.800
H 1.971 5.119 -2.918
H 2.458 3.925 -4.120
H 2.434 5.598 -4.557
H 4.016 3.887 -1.521
H 5.502 3.719 -2.464
H 4.046 2.900 -2.974
H 3.848 6.695 -5.920
H 3.875 8.463 -5.879
H 2.825 7.624 -4.783
H 6.454 7.103 -5.624
H 6.926 8.056 -4.206
H 6.026 8.819 -5.496
H 4.705 8.939 -1.445
H 2.938 9.089 -1.417
H 3.791 9.226 -2.927
H 4.294 6.749 -0.184
H 3.069 5.650 -0.837
H 2.598 7.241 -0.302
*
```

Calculated values
**Lowest unoccupied orbital energy**: -3.57 eV
**HOMO-LUMO gap**: 0.205 Ha

=====

(2)
C8H8NO4S | the ωB97M-V functional and the def2-TZVPD basis

ORCA input file:
```
! wB97M-V def2-TZVPD RIJCOSX def2/J DEFGRID3
* xyz -1 1
C 2.720 0.993 0.096
C 1.841 0.641 1.095
C 2.339 0.773 -1.190
C 0.691 -0.037 0.942
C 1.195 -0.016 -1.395
C 0.361 -0.512 -0.337
C -1.616 -1.775 0.640
C -0.804 -1.287 -0.511
N -3.637 0.959 0.666
O -2.562 -2.652 0.243
O -1.583 -1.395 1.783
O -3.581 1.340 -1.845
O -1.104 -1.841 -1.624
S -2.709 1.622 -0.697
H 3.668 1.426 0.409
H 2.126 1.088 2.116
H 2.790 1.176 -2.088
H 0.062 -0.375 1.887
H 0.970 -0.117 -2.493
H -4.097 0.175 0.272
H -2.947 0.572 1.286
H -2.366 -2.624 -0.791
*
```

Calculated values
**Lowest unoccupied orbital energy (spin up / spin down)**: 2.57 / 3.32 eV
**ΔE to the lowest compared entry with this formula, charge and spin**: 102.0 kJ/mol
**HOMO-LUMO gap (spin up / spin down)**: 0.183 / 0.306 Ha

=====

We obtain E values of -3316.86757, -1063.55846 a.u. for the records listed above, in that order.